The following is a DFT calculation (ωB97M-V with the def2-TZVPD basis set) of a 16-piece molecular cluster, C32H85IN2O20P2 overall.

XYZ file:
```
142
Properties=species:S:1:pos:R:3:forces:R:3:lowdin_charge:R:1
C 4.622 1.359 1.719 -1.01 0.47 -0.49 -0.078
C 2.999 1.487 1.825 0.55 -1.85 -0.01 -0.249
O 2.542 2.836 2.103 0.40 -0.01 -0.96 -0.216
C 2.488 3.639 0.890 -0.31 -0.94 -0.59 -0.197
C 0.981 3.729 0.335 -0.33 0.17 -1.23 -0.169
C 0.302 5.188 0.433 0.06 0.50 0.68 -0.193
C -0.998 5.245 1.391 0.63 -0.60 0.11 -0.179
C -2.362 5.658 0.622 -0.84 -0.75 1.55 -0.155
C -3.403 4.452 0.904 -1.75 -1.79 -0.39 -0.114
C -4.006 4.428 2.379 -1.68 -4.02 -2.75 0.066
C -4.963 3.265 2.698 1.82 1.87 -1.47 -0.144
O -5.531 3.166 4.026 0.22 0.93 -3.05 -0.030
C -5.365 2.171 1.615 0.16 0.12 0.07 -0.101
N -6.305 1.174 2.057 1.72 -0.72 -4.76 0.082
C -6.589 0.198 1.057 1.50 1.32 -0.88 -0.420
P -7.829 -1.179 1.550 -0.54 0.82 1.67 0.837
C -6.986 -2.869 1.662 1.19 -0.69 0.25 -0.332
C -9.339 -1.184 0.409 -0.34 0.07 -1.20 -0.377
C -5.933 0.248 -0.363 1.17 2.36 0.73 -0.584
I -6.460 -1.372 -1.764 0.60 1.27 1.05 0.943
N -5.037 1.232 -0.870 -3.07 -1.46 5.24 0.055
C -4.781 2.184 0.179 1.30 1.83 0.20 -0.143
C -3.787 3.377 -0.184 -0.03 1.70 3.85 -0.112
P -2.993 3.624 -1.872 -0.39 -1.80 -4.01 0.642
O -3.369 2.578 -2.925 0.68 2.07 2.99 -0.351
O -1.286 3.698 -1.825 -2.58 0.08 0.66 -0.195
O -3.500 5.152 -2.507 0.86 -1.99 2.05 -0.192
H 4.898 1.474 0.617 -0.07 -0.13 1.55 0.055
H 5.070 2.230 2.313 -0.47 -1.39 -0.70 0.082
H 4.999 0.333 2.075 -0.62 1.73 -0.50 0.074
H 2.529 1.067 0.838 0.83 0.97 1.92 0.107
H 2.672 0.760 2.671 0.34 1.74 -1.36 0.101
H 2.922 4.699 1.063 -0.65 -1.80 -0.14 0.128
H 3.098 3.055 0.098 -0.75 1.34 1.14 0.120
H 1.031 3.456 -0.790 -0.02 0.47 1.76 0.098
H 0.283 2.929 0.798 1.38 1.28 -0.46 0.121
H -0.018 5.618 -0.585 0.80 -0.83 1.48 0.102
H 1.086 5.898 0.908 -1.23 -1.04 -0.97 0.105
H -1.119 4.177 1.828 0.07 1.83 -0.58 0.109
H -0.776 5.951 2.282 -0.63 -1.08 -1.54 0.114
H -2.229 5.898 -0.484 -0.15 -0.42 1.61 0.091
H -2.802 6.570 1.185 0.69 -1.35 -1.21 0.100
H -3.710 5.238 3.121 -0.54 -1.40 -1.05 0.120
H -6.259 3.836 4.005 0.71 -0.83 0.30 0.120
H -5.969 -2.918 1.110 -1.84 -0.12 0.64 0.001
H -6.720 -3.023 2.779 -0.52 0.44 -1.80 0.045
H -7.679 -3.744 1.376 1.05 1.54 0.12 0.060
H -9.430 -0.191 -0.169 0.30 -1.46 0.92 0.045
H -9.268 -2.021 -0.369 -0.31 1.11 1.04 0.008
H -10.304 -1.279 1.040 1.80 0.00 -0.91 0.045
H -0.904 2.782 -1.817 -0.85 1.00 -0.11 0.092
H -4.451 5.274 -2.282 0.86 -0.23 -0.12 0.079
C 7.208 -2.087 1.096 0.21 -0.04 0.05 -0.161
O 7.087 -0.675 1.068 0.08 0.25 -0.09 -0.137
H 6.288 -2.530 0.710 0.00 0.17 0.03 0.080
H 8.048 -2.393 0.468 -0.07 -0.22 0.04 0.059
H 7.366 -2.422 2.124 -0.08 -0.20 -0.08 0.060
H 7.914 -0.314 1.415 -0.20 -0.09 -0.08 0.072
C 2.540 -0.991 -1.414 0.31 0.17 -0.04 -0.144
O 3.310 0.049 -0.833 0.10 -0.18 -0.29 -0.161
H 1.557 -1.009 -0.940 0.09 0.04 0.02 0.076
H 2.420 -0.807 -2.485 -0.15 -0.20 -0.05 0.076
H 3.036 -1.951 -1.254 -0.19 -0.14 -0.09 0.077
H 4.173 0.038 -1.274 -0.07 0.22 0.05 0.048
C 11.513 -1.648 0.278 -0.17 0.26 -0.15 -0.146
O 10.152 -1.252 0.199 0.02 0.09 -0.01 -0.139
H 11.593 -2.501 0.951 -0.05 0.07 -0.08 0.079
H 11.871 -1.936 -0.714 0.22 -0.11 0.09 0.079
H 12.115 -0.822 0.667 0.22 -0.13 0.03 0.075
H 10.108 -0.495 -0.404 -0.30 -0.02 0.19 0.044
C -4.236 -4.545 -4.053 -0.18 0.22 -0.05 -0.159
O -5.401 -4.830 -3.293 -0.15 0.00 0.23 -0.150
H -3.595 -5.427 -4.058 -0.14 0.04 0.07 0.080
H -4.517 -4.296 -5.079 0.21 0.01 -0.05 0.079
H -3.696 -3.709 -3.601 0.19 0.00 -0.15 0.068
H -5.950 -4.035 -3.305 0.07 -0.30 -0.08 0.017
C 9.427 -2.691 5.127 0.10 -0.04 -0.24 -0.155
O 8.896 -2.065 3.968 0.06 0.05 -0.16 -0.137
H 8.852 -2.368 5.995 0.01 0.02 -0.16 0.080
H 9.352 -3.776 5.026 0.07 -0.04 0.23 0.077
H 10.472 -2.399 5.257 0.02 -0.11 0.22 0.074
H 9.422 -2.366 3.215 -0.20 0.15 0.11 0.066
C 0.578 -1.768 3.249 -0.08 0.23 0.11 -0.154
O 1.587 -0.872 3.691 0.00 0.02 0.21 -0.142
H 1.048 -2.603 2.730 0.04 0.12 0.09 0.081
H 0.019 -2.146 4.109 -0.13 -0.18 -0.14 0.074
H -0.098 -1.250 2.563 -0.14 -0.20 -0.06 0.075
H 1.142 -0.145 4.145 0.20 -0.14 -0.10 0.080
C -3.278 -3.990 0.250 -0.17 0.19 -0.18 -0.136
O -3.150 -2.889 1.136 -0.01 0.25 0.18 -0.143
H -2.677 -4.818 0.626 -0.04 0.12 0.02 0.065
H -4.326 -4.298 0.197 0.07 -0.22 -0.18 0.071
H -2.921 -3.702 -0.742 -0.05 -0.27 -0.09 0.081
H -3.691 -2.172 0.778 0.19 -0.10 0.14 0.062
C 7.045 0.171 -2.612 0.01 0.25 0.05 -0.130
O 5.689 0.598 -2.697 -0.24 -0.03 -0.11 -0.127
H 7.105 -0.683 -1.937 -0.10 0.12 -0.04 0.088
H 7.397 -0.126 -3.604 0.16 -0.02 0.03 0.061
H 7.662 0.983 -2.224 0.14 -0.22 -0.02 0.065
H 5.664 1.351 -3.299 -0.15 -0.16 0.23 0.089
C -10.081 -1.085 -4.523 0.12 0.08 0.21 -0.141
O -8.766 -1.602 -4.668 0.09 -0.14 -0.07 -0.164
H -10.682 -1.406 -5.375 0.13 -0.01 0.06 0.082
H -10.528 -1.466 -3.602 -0.20 0.09 -0.05 0.077
H -10.047 0.007 -4.497 -0.21 0.00 -0.01 0.081
H -8.257 -1.304 -3.903 0.00 -0.03 -0.25 -0.042
C -3.299 -1.594 4.345 0.01 0.22 -0.26 -0.161
O -4.663 -1.208 4.276 -0.23 0.07 -0.11 -0.135
H -3.203 -2.439 5.027 -0.11 0.09 -0.04 0.083
H -2.954 -1.889 3.351 0.24 -0.11 0.13 0.049
H -2.699 -0.759 4.716 0.20 -0.11 0.05 0.076
H -4.717 -0.460 3.666 -0.17 -0.13 0.23 0.051
C -8.862 -4.660 -7.133 0.07 0.30 0.19 -0.167
O -7.874 -3.738 -6.703 0.01 0.07 -0.02 -0.135
H -8.373 -5.482 -7.657 0.01 0.11 0.06 0.076
H -9.401 -5.054 -6.266 -0.14 -0.17 -0.13 0.075
H -9.560 -4.163 -7.812 -0.14 -0.21 -0.07 0.073
H -8.333 -3.021 -6.242 0.28 -0.03 0.10 0.035
C 10.788 2.302 -1.071 0.23 -0.01 -0.04 -0.132
O 10.012 1.280 -1.682 0.05 -0.48 0.00 -0.143
H 10.118 3.001 -0.570 -0.01 -0.16 -0.09 0.088
H 11.465 1.861 -0.335 0.06 0.22 0.07 0.076
H 11.362 2.835 -1.833 0.05 0.12 0.15 0.081
H 10.628 0.676 -2.118 -0.18 0.22 -0.11 0.086
C -3.431 9.375 2.459 0.18 0.07 0.20 -0.163
O -2.118 8.853 2.320 0.16 -0.11 0.06 -0.140
H -4.030 9.055 1.605 0.14 0.00 0.04 0.077
H -3.883 8.995 3.379 -0.22 0.11 -0.04 0.076
H -3.393 10.467 2.485 -0.25 0.00 -0.01 0.077
H -1.611 9.149 3.086 -0.04 -0.12 -0.25 0.080
C 6.447 -2.758 -5.089 0.09 0.27 0.01 -0.159
O 7.780 -2.747 -4.602 0.26 0.01 0.04 -0.135
H 6.055 -3.773 -5.023 0.14 0.08 0.03 0.081
H 5.828 -2.092 -4.482 -0.21 -0.05 -0.11 0.068
H 6.436 -2.433 -6.133 -0.25 -0.05 -0.03 0.077
H 8.099 -1.838 -4.672 -0.02 -0.28 0.06 0.053
C -1.016 -6.649 2.361 -0.13 0.28 -0.01 -0.171
O -0.877 -5.552 3.250 -0.03 0.17 0.03 -0.128
H -0.438 -7.490 2.746 -0.04 0.14 0.03 0.079
H -2.068 -6.937 2.291 0.04 -0.20 -0.14 0.075
H -0.639 -6.373 1.373 -0.01 -0.23 -0.10 0.074
H -1.398 -4.823 2.887 0.14 -0.09 0.18 0.060
```
Forces are in eV/Å.

2S+1 = 1
E_tot = -105156.556 eV
orbital gap = 6.55 eV
energy above the lowest of the compared OMol25 structures with the same formula, charge and spin = 189.9 kcal/mol
E_LUMO = -1.55 eV
E_HOMO = -8.107 eV